one | {"formula": "C3H7NS", "method": "the ωB97M-V functional and the def2-TZVPD basis", "elements": ["N", "C", "C", "C", "S", "H", "H", "H", "H", "H", "H", "H"], "xyz": [[-1.650, 0.763, 0.460], [-0.802, -0.053, -0.447], [0.475, 0.382, -1.055], [0.580, -0.657, -0.055], [1.093, -0.479, 1.634], [-2.123, 0.157, 1.136], [-1.072, 1.359, 1.070], [-1.440, -0.825, -0.907], [0.644, 0.115, -2.134], [1.077, 1.297, -0.837], [0.817, -1.678, -0.313], [2.398, -0.380, 1.449]], "lowdin_charge": [0.0178, -0.3432, -0.1667, -0.6704, 0.7413, 0.0666, 0.0554, 0.1376, 0.1211, 0.1237, 0.0759, -0.1591], "e_lumo_ev": 0.90, "smiles": "N[C@H]1C[C@H]1S", "spin_multiplicity": 1, "orbital_gap_ev": 9.889, "e_homo_ev": -8.988}

=====

two | {"formula": "C3H7NS", "method": "the ωB97M-V functional and the def2-TZVPD basis", "elements": ["C", "N", "C", "C", "S", "H", "H", "H", "H", "H", "H", "H"], "xyz": [[1.556, -0.637, -0.137], [0.170, -0.755, -0.014], [-0.314, 0.636, -0.156], [-1.812, 0.573, 0.092], [-2.697, -0.758, -0.123], [1.997, -1.543, -0.240], [1.780, 0.078, -0.894], [1.857, -0.301, 0.854], [-0.129, -1.154, 0.868], [0.216, 1.262, 0.668], [-0.261, 1.089, -1.165], [-2.363, 1.510, 0.247]], "lowdin_charge": [-0.1649, -0.1847, -0.3137, -0.6498, 0.6958, 0.0476, 0.0809, 0.0845, 0.0935, 0.1408, 0.1286, 0.0412], "e_lumo_ev": -0.04, "smiles": "CNCC=S", "spin_multiplicity": 1, "orbital_gap_ev": 8.201, "e_homo_ev": -8.243}

=====

three | {"formula": "C3H7NS", "method": "the ωB97M-V functional and the def2-TZVPD basis", "elements": ["C", "C", "C", "H", "H", "H", "H", "H", "H", "H", "N", "S"], "xyz": [[1.076, -0.829, -0.457], [0.556, 0.224, 0.772], [-0.328, 1.181, 0.067], [1.367, -0.110, -1.317], [0.377, -1.791, -0.623], [1.888, -1.318, -0.042], [1.576, 0.628, 0.922], [-0.060, -0.079, 1.602], [-0.029, 2.131, -0.356], [-3.176, -0.312, -0.227], [-1.393, 0.846, -0.532], [-1.853, -0.572, 0.190]], "lowdin_charge": [-0.1011, -0.2636, -0.3997, 0.1045, 0.0811, 0.0053, 0.1051, 0.0494, 0.1046, -0.0817, -0.3491, 0.7451], "e_lumo_ev": 0.92, "spin_multiplicity": 1, "orbital_gap_ev": 9.539, "e_homo_ev": -8.620}

=====

The structure with the greatest stability is one.

=====

one | {"formula": "C3H7NS", "method": "the ωB97M-V functional and the def2-TZVPD basis", "elements": ["S", "C", "C", "N", "C", "H", "H", "H", "H", "H", "H", "H"], "xyz": [[-2.085, 0.095, -0.315], [-0.472, -0.014, 0.408], [0.529, -0.989, -0.109], [1.614, 0.044, -0.166], [0.598, 1.092, 0.022], [-3.165, -0.350, 0.798], [-0.767, -0.180, 1.524], [0.297, -1.296, -1.156], [0.745, -1.857, 0.581], [1.950, 0.070, -1.130], [0.173, 1.345, -1.061], [0.583, 2.040, 0.604]], "lowdin_charge": [0.6376, -0.7618, -0.2576, -0.0590, -0.2176, -0.0084, 0.1119, 0.1126, 0.1220, 0.0911, 0.1194, 0.1098], "e_lumo_ev": 0.45, "smiles": "SC1CNC1", "spin_multiplicity": 1, "orbital_gap_ev": 9.556, "e_homo_ev": -9.110}

=====

two | {"formula": "C3H7NS", "method": "the ωB97M-V functional and the def2-TZVPD basis", "elements": ["C", "C", "C", "N", "S", "H", "H", "H", "H", "H", "H", "H"], "xyz": [[1.008, 0.321, -1.868], [-0.984, 0.795, 1.037], [0.187, -1.547, 0.938], [-0.036, -0.188, -2.065], [0.647, 0.090, 1.192], [1.893, 0.561, -2.401], [1.198, 0.552, -0.835], [-1.019, 1.891, 0.961], [-1.559, 0.681, 1.868], [-1.455, 0.440, 0.111], [-0.872, -1.515, 0.469], [0.993, -2.080, 0.592]], "lowdin_charge": [-0.2495, -0.4077, -0.3537, 0.1178, 0.7810, 0.0680, -0.0435, 0.0541, 0.0006, 0.0344, 0.0410, -0.0425], "e_lumo_ev": [0.09, -0.06], "spin_multiplicity": 1, "orbital_gap_ev": [8.960, 7.510], "e_homo_ev": [-8.869, -7.565]}

=====

The structure with the greatest stability is one.

=====

one | {"formula": "C22H25N3O5S", "method": "the ωB97M-V functional and the def2-TZVPD basis", "elements": ["C", "C", "C", "C", "C", "O", "C", "C", "C", "C", "C", "O", "N", "C", "C", "C", "C", "S", "O", "O", "N", "C", "C", "C", "C", "O", "N", "C", "C", "C", "C", "H", "H", "H", "H", "H", "H", "H", "H", "H", "H", "H", "H", "H", "H", "H", "H", "H", "H", "H", "H", "H", "H", "H", "H", "H"], "xyz": [[-7.776, -2.071, 2.580], [-6.857, -0.855, 2.531], [-6.869, -0.148, 1.177], [-6.261, -0.988, 0.055], [-6.166, -0.188, -1.246], [-5.325, 0.944, -1.138], [-3.981, 0.805, -1.165], [-3.251, 1.990, -1.008], [-1.878, 1.976, -1.048], [-1.180, 0.779, -1.220], [0.302, 0.842, -1.284], [0.895, 1.824, -1.675], [0.925, -0.305, -0.845], [2.279, -0.608, -0.832], [3.241, 0.212, -1.427], [4.572, -0.159, -1.399], [4.945, -1.335, -0.778], [6.669, -1.767, -0.642], [7.429, -1.069, -1.629], [6.817, -3.182, -0.507], [7.072, -1.135, 0.877], [6.847, 0.197, 1.115], [7.136, 1.271, 0.229], [6.747, 2.375, 0.928], [6.756, 3.820, 0.595], [6.269, 1.998, 2.127], [6.327, 0.642, 2.234], [4.008, -2.158, -0.183], [2.676, -1.800, -0.216], [-1.906, -0.396, -1.386], [-3.288, -0.388, -1.363], [-8.790, -1.791, 2.306], [-7.796, -2.487, 3.585], [-7.436, -2.847, 1.900], [-5.836, -1.161, 2.771], [-7.174, -0.143, 3.296], [-7.897, 0.113, 0.915], [-6.301, 0.781, 1.256], [-6.874, -1.869, -0.137], [-5.266, -1.320, 0.356], [-5.845, -0.828, -2.077], [-7.146, 0.228, -1.493], [-3.798, 2.908, -0.868], [-1.314, 2.890, -0.942], [0.329, -1.008, -0.430], [2.935, 1.129, -1.902], [5.328, 0.450, -1.867], [6.823, -1.740, 1.645], [7.574, 1.193, -0.741], [7.346, 3.986, -0.301], [7.173, 4.390, 1.422], [5.738, 4.169, 0.423], [4.336, -3.074, 0.281], [1.933, -2.440, 0.239], [-1.403, -1.334, -1.579], [-3.813, -1.319, -1.513]], "lowdin_charge": [-0.1142, -0.2675, -0.2182, -0.1796, -0.1916, -0.0391, -0.2582, 0.0166, -0.0044, -0.1482, -0.4087, 0.0856, 0.1351, -0.2026, 0.0196, -0.0423, -0.2854, 0.6689, -0.2714, -0.2809, -0.0233, -0.3999, 0.0309, -0.3090, 0.0019, 0.0034, 0.1104, -0.0524, -0.0047, -0.0273, -0.0108, 0.0736, 0.0682, 0.0628, 0.1065, 0.1039, 0.1164, 0.1130, 0.1149, 0.1110, 0.1213, 0.1319, 0.1218, 0.1217, 0.1311, 0.1042, 0.1120, 0.1276, 0.1070, 0.0874, 0.0889, 0.0904, 0.1160, 0.1146, 0.1141, 0.1067], "e_lumo_ev": 0.27, "smiles": "CCCCCOc1ccc(C(=O)Nc2ccc(S(=O)(=O)Nc3cc(C)on3)cc2)cc1", "spin_multiplicity": 1, "orbital_gap_ev": 9.100, "e_homo_ev": -8.828}

=====

two | {"formula": "C22H25N3O5S", "method": "the ωB97M-V functional and the def2-TZVPD basis", "elements": ["C", "C", "C", "C", "C", "O", "C", "C", "C", "C", "C", "O", "N", "C", "C", "C", "C", "S", "O", "O", "N", "C", "C", "C", "C", "O", "N", "C", "C", "C", "C", "H", "H", "H", "H", "H", "H", "H", "H", "H", "H", "H", "H", "H", "H", "H", "H", "H", "H", "H", "H", "H", "H", "H", "H", "H"], "xyz": [[-2.151, -3.564, -2.932], [-2.208, -3.210, -1.451], [-3.573, -2.643, -1.063], [-3.727, -2.384, 0.436], [-2.870, -1.221, 0.928], [-3.337, -0.037, 0.310], [-2.606, 1.093, 0.418], [-1.451, 1.227, 1.188], [-0.750, 2.418, 1.184], [-1.186, 3.497, 0.423], [-0.447, 4.783, 0.410], [-0.979, 5.865, 0.520], [0.927, 4.701, 0.323], [1.729, 3.628, -0.043], [1.294, 2.666, -0.959], [2.106, 1.592, -1.267], [3.354, 1.486, -0.685], [4.387, 0.080, -1.042], [5.691, 0.512, -1.435], [3.669, -0.842, -1.868], [4.595, -0.561, 0.509], [3.684, -1.429, 1.050], [2.292, -1.491, 0.767], [1.846, -2.492, 1.581], [0.507, -3.095, 1.800], [2.873, -2.972, 2.298], [4.012, -2.312, 1.963], [3.826, 2.459, 0.175], [3.016, 3.531, 0.495], [-2.377, 3.384, -0.293], [-3.071, 2.196, -0.306], [-2.347, -2.684, -3.540], [-2.896, -4.319, -3.173], [-1.170, -3.953, -3.195], [-1.424, -2.481, -1.236], [-2.008, -4.106, -0.857], [-3.746, -1.710, -1.600], [-4.344, -3.352, -1.370], [-3.452, -3.277, 1.001], [-4.770, -2.149, 0.652], [-2.954, -1.129, 2.021], [-1.818, -1.388, 0.670], [-1.091, 0.414, 1.797], [0.138, 2.506, 1.792], [1.405, 5.565, 0.551], [0.328, 2.766, -1.427], [1.793, 0.834, -1.968], [5.552, -0.738, 0.774], [1.747, -0.903, 0.061], [-0.007, -3.223, 0.851], [-0.098, -2.458, 2.444], [0.625, -4.061, 2.283], [4.818, 2.363, 0.584], [3.368, 4.295, 1.171], [-2.736, 4.236, -0.850], [-3.982, 2.088, -0.872]], "lowdin_charge": [-0.1114, -0.2776, -0.2164, -0.1655, -0.2087, -0.0323, -0.2549, 0.0028, -0.0288, -0.1796, -0.4268, 0.0950, 0.1403, -0.2421, -0.0015, -0.0455, -0.2915, 0.6710, -0.2746, -0.2708, -0.0257, -0.3805, 0.0453, -0.3034, 0.0074, 0.0023, 0.1033, -0.0476, 0.0026, -0.0070, 0.0154, 0.0737, 0.0719, 0.0697, 0.0956, 0.1083, 0.1143, 0.1144, 0.1163, 0.1163, 0.1346, 0.1001, 0.1033, 0.1271, 0.1599, 0.1239, 0.1181, 0.1311, 0.0988, 0.0704, 0.0841, 0.0912, 0.1197, 0.1184, 0.1246, 0.1210], "e_lumo_ev": 0.15, "smiles": "CCCCCOc1ccc(C(=O)Nc2ccc(S(=O)(=O)Nc3cc(C)on3)cc2)cc1", "spin_multiplicity": 1, "orbital_gap_ev": 9.057, "e_homo_ev": -8.912}

=====

The structure with the greatest stability is one.